ORCA calculation (ωB97M-V/def2-TZVPD) on a cluster of 4 separate species, C3H15NO4 in total.

HOMO-LUMO gap   10.2 eV
Energy   -13033.1259 eV
Energy above the lowest of the compared OMol25 structures with the same formula, charge and spin   44.1 kcal/mol
Lowest unoccupied orbital energy   0.5 eV
SMILES string   C[C@H](O)CN.O.O.O

Last column: Löwdin charge in e.
Cartesian coordinates (Å):
1 C 1.140 0.117 -1.428  -0.227
2 C -0.140 -0.679 -1.166  -0.443
3 C -1.429 0.060 -0.839  -0.050
4 O 0.169 -1.597 -0.142  -0.068
5 N 1.863 -0.592 -2.509  -0.008
6 H 0.820 1.137 -1.595  0.095
7 H 1.798 0.076 -0.548  0.122
8 H -0.562 -1.315 -1.983  0.140
9 H -1.817 -0.256 0.128  0.065
10 H -1.400 1.159 -0.879  0.076
11 H -2.363 -0.231 -1.362  0.082
12 H 0.920 -2.192 -0.204  0.096
13 H 2.711 -0.078 -2.703  0.058
14 H 1.260 -0.659 -3.348  0.080
15 H -1.268 -1.688 2.434  0.021
16 H -0.893 -2.800 3.268  0.030
17 O -1.340 -1.946 3.367  -0.069
18 H 1.059 -2.039 4.198  0.023
19 H 1.192 -2.535 5.657  0.039
20 O 1.166 -2.826 4.741  -0.063
21 H -1.114 6.861 -2.281  0.032
22 H -1.062 5.581 -1.289  0.025
23 O -0.709 6.439 -1.519  -0.058